{
  "formula": "C36H42AsN7PPd",
  "method": "wB97M-V/def2-TZVPD",
  "elements": ["Pd", "C", "N", "C", "C", "N", "C", "P", "C", "N", "C", "C", "N", "C", "C", "N", "C", "C", "N", "C", "H", "H", "H", "H", "H", "H", "H", "H", "H", "H", "H", "H", "H", "H", "H", "C", "C", "C", "C", "C", "C", "As", "N", "C", "C", "C", "C", "C", "C", "C", "C", "C", "C", "C", "C", "C", "C", "C", "C", "C", "C", "H", "H", "H", "H", "H", "H", "H", "H", "H", "H", "H", "H", "H", "H", "H", "H", "H", "H", "H", "H", "H", "H", "H", "H", "H", "H", "H"],
  "coordinates": [[-0.050548, 2.344724, -0.750761], [1.963041, 0.742604, 3.250359], [2.267418, 1.369465, 1.978836], [3.322343, 1.043229, 1.175687], [3.197019, 1.796526, 0.042890], [2.085015, 2.576167, 0.137844], [1.517749, 2.291451, 1.316631], [0.254617, 3.349200, 2.136987], [0.248557, 4.670523, 0.883021], [0.117589, 4.484850, -0.421749], [0.066663, 5.711635, -0.998952], [0.175329, 6.662508, -0.021600], [0.288688, 5.995843, 1.163493], [0.403627, 6.597726, 2.481273], [-1.384287, 2.668272, 1.637857], [-2.001303, 2.991735, 0.496847], [-3.317127, 2.700925, 0.674824], [-3.511014, 2.204687, 1.934366], [-2.287114, 2.192754, 2.537884], [-1.979709, 1.576430, 3.814569], [2.888890, 0.512313, 3.771823], [1.408009, -0.183261, 3.090450], [1.373284, 1.422443, 3.863279], [4.054715, 0.309553, 1.468399], [3.835337, 1.833394, -0.823149], [-0.034198, 5.840082, -2.062949], [0.175884, 7.736787, -0.082570], [0.524589, 7.671368, 2.371726], [1.268189, 6.197612, 3.006670], [-0.491228, 6.404202, 3.071180], [-4.044090, 2.881747, -0.098591], [-4.400988, 1.848528, 2.424888], [-2.853316, 1.610374, 4.460027], [-1.165136, 2.112397, 4.299786], [-1.686256, 0.536656, 3.663979], [-4.692868, -4.536357, -2.416113], [-3.580319, -3.677542, -1.884342], [-2.327146, -4.187550, -1.609063], [-1.288919, -3.408427, -1.094643], [0.031196, -4.126764, -0.949632], [-1.525629, -2.057395, -0.795852], [-0.290365, -0.757867, 0.117509], [0.044055, 0.411498, -1.232013], [0.029900, 0.321280, -2.601980], [0.065433, 1.530081, -3.334209], [0.117002, 1.535453, -4.712997], [0.134951, 0.336294, -5.410952], [0.080875, -0.860266, -4.709459], [0.020177, -0.879012, -3.326584], [1.350550, -1.828011, 0.496386], [2.591212, -1.826685, -0.159738], [2.889000, -1.083372, -1.432766], [3.621793, -2.620611, 0.345997], [3.472500, -3.414115, 1.470955], [4.582589, -4.305859, 1.951754], [2.248662, -3.378203, 2.127564], [1.200085, -2.599730, 1.665923], [-0.103247, -2.627743, 2.432251], [-2.796833, -1.523970, -1.098671], [-3.154426, -0.092536, -0.829621], [-3.785889, -2.325393, -1.646903], [-4.340036, -5.534420, -2.668974], [-5.137661, -4.086515, -3.304566], [-5.481885, -4.625531, -1.667070], [-2.128032, -5.233499, -1.816448], [0.069377, -4.944877, -1.668229], [0.139874, -4.566685, 0.044231], [0.888263, -3.485567, -1.125957], [0.055982, 2.472166, -2.761832], [0.144611, 2.475245, -5.249771], [0.190170, 0.335989, -6.490763], [0.092807, -1.797821, -5.250708], [-0.026847, -1.819589, -2.797670], [2.394790, -0.121787, -1.472743], [2.560394, -1.661977, -2.295833], [3.963402, -0.926066, -1.536959], [4.571284, -2.627420, -0.179315], [5.504271, -4.115257, 1.404671], [4.311158, -5.352868, 1.805743], [4.773467, -4.161882, 3.015823], [2.103853, -3.979701, 3.019353], [-0.084085, -3.415784, 3.182828], [-0.955307, -2.809002, 1.773517], [-0.279005, -1.675469, 2.941811], [-2.955729, 0.141400, 0.214824], [-4.210290, 0.081621, -1.032076], [-2.582644, 0.597604, -1.450775], [-4.746754, -1.884937, -1.891158]],
  "forces_ev_per_angstrom": [[0.271, 0.599, -1.134], [-0.082, -0.146, 0.099], [-0.147, 0.121, -0.031], [0.095, 0.061, -0.181], [0.043, -0.194, 0.085], [-0.383, -0.186, 0.038], [0.389, 0.175, 0.302], [-0.047, -0.214, -0.157], [0.097, 0.255, 0.127], [-0.087, -0.703, 0.724], [0.017, -0.003, -0.214], [-0.038, 0.028, -0.137], [0.011, -0.180, -0.099], [-0.007, 0.051, 0.194], [-0.267, 0.374, 0.166], [0.229, -0.512, 0.226], [-0.087, -0.073, 0.060], [-0.125, -0.010, -0.196], [0.155, -0.006, -0.099], [0.072, -0.080, 0.149], [0.010, 0.033, -0.008], [0.030, 0.041, -0.025], [0.019, 0.027, -0.009], [-0.037, -0.001, 0.018], [-0.003, -0.040, 0.017], [-0.004, 0.033, 0.020], [0.025, -0.013, 0.040], [0.010, -0.008, -0.053], [0.012, 0.009, -0.034], [-0.006, 0.006, -0.037], [-0.008, -0.082, -0.003], [0.041, 0.015, 0.052], [-0.022, 0.042, -0.034], [-0.024, 0.031, -0.021], [-0.015, 0.019, 0.002], [0.034, 0.081, 0.030], [-0.065, 0.039, -0.035], [0.002, 0.008, -0.022], [0.126, -0.029, -0.012], [-0.044, -0.038, -0.017], [-0.008, 0.095, 0.165], [-0.327, -0.706, -0.190], [0.330, 0.875, 0.865], [-0.081, 0.072, -0.725], [-0.038, -0.433, 0.544], [-0.093, 0.100, -0.127], [-0.012, -0.003, -0.068], [0.023, 0.106, -0.033], [0.038, 0.046, 0.224], [0.022, 0.290, 0.028], [-0.040, -0.021, 0.051], [-0.079, -0.018, -0.004], [-0.041, 0.018, 0.034], [0.036, 0.004, 0.002], [-0.054, 0.019, 0.000], [0.035, -0.028, 0.063], [-0.117, 0.118, -0.014], [0.097, -0.031, -0.061], [-0.031, -0.050, 0.008], [0.076, -0.035, 0.007], [0.081, -0.080, -0.004], [-0.024, -0.010, -0.002], [0.001, -0.034, -0.014], [-0.016, -0.065, -0.030], [0.011, 0.005, -0.009], [-0.005, -0.016, 0.018], [0.077, 0.059, 0.024], [-0.012, -0.025, -0.026], [0.119, 0.141, -0.621], [0.014, 0.003, 0.022], [-0.001, 0.004, 0.005], [-0.020, -0.014, 0.024], [0.040, -0.010, -0.028], [-0.117, 0.057, -0.065], [-0.055, -0.029, -0.097], [-0.013, -0.034, 0.003], [-0.001, 0.000, -0.010], [0.016, -0.017, 0.016], [0.042, -0.008, 0.015], [0.011, -0.010, 0.000], [-0.004, -0.015, -0.014], [-0.014, 0.001, 0.016], [-0.043, -0.041, 0.068], [-0.084, -0.033, 0.008], [-0.007, 0.154, 0.033], [-0.016, -0.005, 0.061], [0.089, 0.058, 0.000], [0.000, 0.014, 0.046]],
  "homo_lumo_gap_ha": [0.2164, 0.2168],
  "de_lowest_ev": 1.894,
  "e_tot_ha": -4485.08687,
  "total_charge": 1,
  "homo_ev": [-9.6, -9.6]
}